Here is a structure of composition C38H28N6O5P2S2V from the Open Molecules 2025 dataset. Energies are from ωB97M-V/def2-TZVPD.

## Properties
total charge: -2
2S+1: 4
total energy: -124980.4296 eV
<S²>: 3.7787
gap between HOMO and LUMO (spin up / spin down): 5.222 / 6.653 eV
energy relative to the best compared isomer or geometry (same formula, charge and spin): 1.205 eV

```
82
Properties=species:S:1:pos:R:3:forces:R:3:lowdin_charge:R:1
V -1.41080 -0.04604 -0.94787 0.074 -1.326 1.294 0.84
S 2.07919 1.70493 -2.24679 -0.035 -0.059 -0.124 0.23
P 1.31705 1.48495 -0.42385 -0.098 0.040 0.695 0.41
C 0.35392 0.10192 0.03467 1.558 -0.140 -0.092 -0.61
P 1.16039 -1.46018 0.05363 -0.270 0.248 0.889 0.39
S 1.16338 -2.65117 -1.52491 -0.115 -0.024 -0.098 0.25
C 0.41379 -2.35319 1.49944 0.025 -0.081 0.017 -0.35
C 0.10068 -1.66263 2.67121 -0.018 -0.088 -0.023 -0.14
C -0.35007 -2.33946 3.79975 0.003 0.010 -0.099 -0.10
C -0.51528 -3.72032 3.76266 0.017 0.060 -0.017 -0.12
C -0.22801 -4.41305 2.59408 0.026 0.057 -0.070 -0.10
C 0.24192 -3.73313 1.47295 -0.039 -0.018 0.053 -0.10
C 2.91127 -1.44488 0.68969 0.265 0.238 -0.458 -0.31
C 3.91707 -1.52448 -0.27793 -0.022 0.006 0.047 -0.13
C 5.25788 -1.55929 0.07734 -0.024 0.043 -0.033 -0.10
C 5.62382 -1.50840 1.41454 -0.058 0.041 0.070 -0.12
C 4.63752 -1.40939 2.38642 -0.069 0.021 -0.037 -0.10
C 3.29274 -1.37509 2.02741 0.085 0.019 -0.057 -0.08
C 2.71529 1.79865 0.77492 -0.074 -0.242 0.197 -0.32
C 4.02978 1.98329 0.36936 0.047 0.041 0.038 -0.11
C 5.01803 2.32428 1.29293 -0.072 -0.060 -0.019 -0.10
C 4.70160 2.48197 2.63475 -0.004 -0.053 -0.067 -0.12
C 3.39120 2.27910 3.05539 -0.048 -0.039 -0.067 -0.10
C 2.41321 1.93636 2.13280 0.041 -0.014 0.007 -0.09
C 0.38826 2.99906 0.10618 -0.050 -0.028 -0.100 -0.33
C -0.65678 2.95814 1.02711 0.058 0.186 -0.096 -0.11
C -1.26811 4.13108 1.45825 0.064 -0.058 -0.036 -0.09
C -0.82543 5.36209 0.98819 -0.036 -0.062 0.004 -0.11
C 0.22469 5.40989 0.08361 0.020 -0.062 -0.035 -0.09
C 0.82333 4.23546 -0.35571 -0.055 0.069 -0.042 -0.10
H 0.20356 -0.58280 2.67279 -0.011 0.018 0.012 0.09
H -0.58854 -1.78761 4.70396 0.021 -0.017 -0.052 0.09
H -0.87726 -4.25018 4.63841 0.009 0.028 -0.049 0.09
H -0.37444 -5.48825 2.55242 0.015 0.071 -0.016 0.09
H 0.46926 -4.26033 0.55248 -0.017 0.009 0.032 0.06
H 3.62358 -1.57652 -1.31963 0.024 0.003 0.024 0.06
H 6.02042 -1.61891 -0.69325 -0.065 -0.004 0.028 0.09
H 6.67028 -1.53317 1.69908 -0.023 -0.001 0.000 0.09
H 4.91187 -1.35210 3.43437 -0.020 -0.002 -0.026 0.09
H 2.54778 -1.30120 2.80620 -0.038 0.009 0.021 0.09
H 4.26565 1.87308 -0.68298 -0.007 -0.001 0.023 0.05
H 6.04112 2.46477 0.95826 -0.054 -0.010 0.000 0.09
H 5.47031 2.75237 3.35180 -0.030 -0.010 -0.036 0.09
H 3.13269 2.39210 4.10353 -0.006 -0.009 -0.051 0.09
H 1.39062 1.78590 2.46274 0.028 0.010 -0.005 0.10
H -0.99612 1.99939 1.38907 -0.071 -0.152 0.050 0.09
H -2.10079 4.08152 2.15276 0.043 -0.014 -0.039 0.10
H -1.31832 6.27555 1.30457 0.036 -0.049 -0.010 0.09
H 0.55829 6.36469 -0.30843 -0.009 -0.056 0.004 0.10
H 1.61824 4.26652 -1.09147 -0.005 0.004 -0.003 0.08
O -4.83663 4.96735 -2.17582 -0.541 0.834 -0.160 0.11
C -4.26514 3.92880 -2.00564 0.432 -0.644 0.112 -0.28
C -4.91116 2.60097 -1.64883 0.731 -0.056 -0.004 -0.29
O -6.09155 2.37742 -1.58119 -0.925 -0.073 0.073 0.09
C -3.78374 1.67784 -1.41050 0.088 -0.018 0.078 -0.31
C -2.57642 2.33316 -1.72586 -0.241 -0.128 0.199 -0.22
O -1.49374 1.61065 -1.56054 -0.269 3.415 -1.155 -0.19
C -2.76466 3.72119 -2.08612 0.126 -0.422 -0.060 -0.31
O -1.95671 4.57267 -2.40060 0.258 0.290 -0.072 0.07
O -3.77888 0.49372 -0.98048 0.194 0.008 -0.146 -0.01
N -0.46458 0.24352 -4.14022 0.097 0.149 0.112 0.19
C -1.25816 -0.79577 -3.89211 -0.083 -0.331 0.305 -0.42
N -1.71110 -1.47604 -4.95597 0.043 0.070 0.055 0.15
C -2.49247 -2.51523 -4.66365 -0.007 -0.037 -0.075 -0.48
N -2.97982 -3.21632 -5.74577 0.061 -0.011 -0.051 0.11
N -2.83138 -2.95942 -3.46964 0.082 -0.032 0.081 0.16
C -2.34618 -2.22912 -2.44825 0.068 0.131 0.138 -0.29
N -1.57481 -1.10221 -2.60879 -0.417 -0.725 -1.581 0.04
C -2.66404 -2.55450 -1.10569 0.080 0.287 0.066 -0.21
C -3.44551 -3.66903 -0.74673 -0.020 -0.051 0.071 -0.03
C -3.81497 -3.84004 0.55482 0.014 0.064 0.061 -0.09
C -3.44452 -2.85005 1.51324 -0.125 -0.268 -0.062 -0.09
C -2.68512 -1.79807 1.11016 0.186 -0.002 -0.354 -0.14
N -2.21836 -1.64309 -0.15651 -0.982 -1.203 0.502 -0.05
H -0.16741 0.36110 -5.09003 -0.012 -0.011 -0.066 0.10
H 0.08072 0.69831 -3.41650 0.039 0.063 0.150 0.00
H -2.98724 -2.68874 -6.60148 -0.013 0.013 -0.028 0.08
H -3.80359 -3.75584 -5.54743 -0.047 -0.034 0.024 0.08
H -3.74423 -4.35038 -1.53311 0.027 0.021 0.057 0.10
H -4.40784 -4.69810 0.85052 0.011 0.035 0.005 0.09
H -3.75520 -2.91976 2.54624 -0.012 -0.005 0.000 0.09
H -2.41531 -1.02030 1.80559 0.136 0.129 0.079 0.11
```
Positions in Å, forces in eV/Å.

Here is a structure of composition C38H29BrClN5O3V from the Open Molecules 2025 dataset. Energies are from ωB97M-V/def2-TZVPD.

## Properties
total charge: -1
2S+1: 3
total energy: -161724.0922 eV
<S²>: 2.1123
gap between HOMO and LUMO (spin up / spin down): 3.580 / 5.736 eV
energy relative to the best compared isomer or geometry (same formula, charge and spin): 2.416 eV

```
78
Properties=species:S:1:pos:R:3:forces:R:3:lowdin_charge:R:1
V 0.00742 -0.23104 0.27378 0.419 -0.880 -0.587 0.84
O 1.51789 3.74968 3.74784 0.106 0.019 -0.069 0.05
C 0.52915 3.02068 4.34584 -0.348 -0.312 0.139 -0.28
C 0.07396 3.43760 5.59243 0.181 0.157 -0.123 -0.03
C -0.94721 2.75575 6.22952 0.026 0.033 -0.026 -0.10
C -1.51968 1.64603 5.63241 -0.123 -0.045 0.088 -0.10
C -1.05366 1.21696 4.40332 -0.026 -0.060 -0.060 -0.02
C -0.03157 1.88749 3.75094 0.126 0.004 -0.281 -0.09
C 0.50059 1.31614 2.43249 1.359 0.888 0.882 -0.45
O -0.03675 0.16790 2.09084 -0.394 -0.043 1.940 -0.23
N 0.29410 2.34860 1.35017 -0.222 0.753 0.320 0.04
N -0.15911 1.82860 0.18207 -0.580 2.040 -0.551 -0.03
C -0.65092 2.68689 -0.67248 1.054 0.004 1.784 -0.18
C -1.24600 2.48942 -1.94185 -1.138 -0.372 -2.105 -0.58
Br -2.24985 0.87627 -2.30229 -0.014 0.834 -0.288 0.87
C -1.31080 3.43434 -2.92728 -0.157 -1.435 0.920 -0.12
C -0.56383 4.65671 -3.00780 0.526 1.056 -0.060 -0.22
C 0.63127 4.89744 -2.31151 -0.257 -0.332 -0.091 -0.04
C 1.26239 6.12085 -2.38632 0.139 0.318 -0.001 -0.08
C 0.73939 7.13874 -3.16951 0.029 -0.086 0.015 -0.09
C -0.40438 6.90007 -3.91908 0.094 0.248 -0.026 -0.09
C -1.03316 5.67635 -3.85580 -0.048 -0.344 0.255 -0.04
H 1.77655 3.32357 2.91990 0.033 -0.010 0.024 0.09
H 0.53826 4.29591 6.05245 0.057 0.144 0.031 0.11
H -1.29389 3.09479 7.19606 0.002 0.028 0.057 0.10
H -2.31754 1.11157 6.12710 -0.058 -0.046 0.028 0.10
H -1.46262 0.33873 3.92146 0.026 -0.017 -0.047 0.12
H 1.62119 1.22922 2.53400 -0.511 0.063 -0.067 0.15
H -0.19215 3.19963 1.65579 0.108 -0.441 -0.222 0.14
H -0.62615 3.75082 -0.38969 0.057 -0.333 0.078 0.14
H -2.00106 3.25681 -3.74054 0.048 -0.166 -0.068 0.09
H 1.08677 4.09953 -1.74510 0.049 -0.043 0.076 0.11
H 2.17530 6.28636 -1.83000 0.041 -0.027 0.000 0.10
H 1.23661 8.09643 -3.21704 0.015 0.076 -0.008 0.10
H -0.80559 7.68340 -4.54846 -0.011 -0.014 -0.065 0.10
H -1.91173 5.48758 -4.45677 -0.123 0.011 -0.002 0.11
Cl 5.72771 -4.78518 0.71636 0.200 -0.272 0.026 0.60
C 4.59243 -3.46560 0.67976 -0.170 -0.084 0.003 -0.70
C 5.07446 -2.15985 0.67287 -0.238 0.103 0.010 -0.13
C 4.17971 -1.11943 0.62916 0.053 -0.010 0.009 -0.01
C 2.77197 -1.31156 0.58458 0.497 -0.792 0.063 -0.34
O 2.01054 -0.29441 0.55122 -0.275 0.660 0.195 -0.11
C 2.30329 -2.67573 0.60604 0.662 0.602 0.008 -0.13
C 0.93052 -3.02824 0.55715 -0.769 -0.395 0.024 -0.07
N -0.09686 -2.22137 0.48428 0.884 -1.196 0.520 0.00
C -1.37342 -2.69700 0.35018 -1.174 -0.214 -0.055 -0.21
C -1.77434 -4.02474 0.11641 0.165 -0.243 -0.054 -0.05
C -3.11647 -4.35458 0.03558 0.220 -0.126 0.074 -0.13
C -4.10967 -3.41484 0.23744 -0.112 0.017 -0.037 -0.08
C -3.76719 -2.07323 0.46807 -0.206 0.025 -0.023 -0.17
C -4.70261 -1.05157 0.72819 0.100 -0.251 -0.087 -0.05
C -4.24634 0.23515 0.93674 0.434 0.330 0.002 -0.09
C -2.89157 0.50403 0.81279 -0.821 0.659 0.339 -0.21
N -1.98509 -0.43224 0.53715 -0.746 -0.051 0.028 -0.05
C -2.39091 -1.70809 0.44546 0.207 -0.657 -0.047 -0.15
C 3.24504 -3.72289 0.65578 0.050 0.214 -0.032 -0.08
H 6.13790 -1.97725 0.70834 0.088 0.017 -0.017 0.09
H 4.53756 -0.09954 0.63239 -0.030 0.095 -0.035 0.11
H 0.74195 -4.10508 0.56743 -0.042 0.161 -0.003 0.11
H -1.04415 -4.80506 -0.03304 0.082 -0.043 -0.028 0.08
H -3.39026 -5.38013 -0.17641 0.005 -0.059 -0.001 0.09
H -5.15186 -3.69471 0.19514 -0.122 -0.020 0.030 0.09
H -5.75583 -1.28776 0.77727 -0.086 -0.052 0.010 0.10
H -4.93301 1.03512 1.17654 0.037 0.079 -0.019 0.09
H -2.53516 1.52120 0.92470 0.020 -0.083 0.039 0.10
H 2.90069 -4.74894 0.67243 -0.053 -0.031 -0.018 0.10
N 0.29384 -0.39345 -1.31930 -0.626 0.098 -1.000 -0.11
C 1.02687 -0.52425 -2.40982 1.399 -0.196 -1.828 -0.35
C 1.40640 0.59021 -3.19033 -0.214 -0.228 0.363 -0.03
C 2.25764 0.44215 -4.26227 0.107 -0.035 -0.241 -0.11
C 2.75408 -0.80726 -4.60662 0.059 0.020 -0.101 -0.12
C 2.38230 -1.91822 -3.85962 0.084 -0.032 -0.255 -0.10
C 1.52734 -1.79248 -2.78862 -0.251 0.318 0.250 -0.02
H 1.03530 1.56846 -2.91448 -0.010 0.015 0.018 0.08
H 2.53667 1.31325 -4.84149 0.042 0.040 -0.033 0.09
H 3.42170 -0.91253 -5.45083 0.049 -0.021 -0.023 0.09
H 2.77086 -2.89406 -4.12309 0.006 -0.040 0.011 0.10
H 1.24189 -2.65381 -2.19866 0.007 0.009 0.019 0.10
```
Positions in Å, forces in eV/Å.

Here is a structure of composition C38H29BrN3O10PSW from the Open Molecules 2025 dataset. Energies are from ωB97M-V/def2-TZVPD.

## Properties
total charge: 0
2S+1: 3
total energy: -156812.0438 eV
<S²>: 2.0379
gap between HOMO and LUMO (spin up / spin down): 4.792 / 6.794 eV
energy relative to the best compared isomer or geometry (same formula, charge and spin): 3.533 eV

```
84
Properties=species:S:1:pos:R:3:forces:R:3:lowdin_charge:R:1
W -0.39690 -0.20180 0.00887 -0.305 0.087 -0.281 1.83
Br -1.76042 0.97684 -7.23508 0.002 0.002 0.008 0.72
C -1.32668 1.01278 -5.38653 -0.001 -0.008 -0.010 -0.70
C -1.49930 2.19684 -4.67468 -0.004 -0.018 0.006 -0.12
C -1.19451 2.20348 -3.32086 -0.043 -0.041 -0.007 -0.01
C -0.72903 1.05990 -2.69414 0.006 0.039 0.008 -0.29
O -0.49305 1.13229 -1.36239 0.072 -0.101 0.119 -0.26
C -0.51156 -0.13774 -3.41499 -0.001 0.018 0.029 -0.16
C 0.05766 -1.28980 -2.84077 0.031 0.002 0.032 -0.07
N 0.43801 -1.39660 -1.52946 0.008 0.045 -0.008 -0.09
C 1.36471 -2.34666 -1.16533 0.006 -0.004 0.021 -0.20
C 1.87031 -3.38542 -1.96352 -0.017 0.011 0.016 0.00
C 2.74107 -4.31126 -1.41856 0.009 0.017 0.036 -0.07
C 3.15006 -4.23168 -0.09315 -0.019 0.013 -0.031 -0.04
C 2.70837 -3.17894 0.69834 -0.011 -0.002 0.008 -0.16
C 3.10623 -3.02687 2.09410 -0.006 0.054 0.015 -0.01
C 2.65532 -2.01706 2.82098 -0.014 -0.044 -0.041 -0.02
C 1.74983 -0.95037 2.28759 0.035 -0.006 0.035 -0.18
N 1.38117 -1.08997 0.85148 -0.102 -0.041 0.087 -0.19
C 1.84935 -2.24682 0.13816 0.025 -0.025 -0.052 -0.10
C -0.84684 -0.12718 -4.79019 0.006 0.009 0.004 -0.08
H -1.86997 3.08395 -5.16668 -0.001 0.011 0.001 0.10
H -1.33219 3.08990 -2.71509 0.005 0.017 -0.004 0.12
H 0.22874 -2.13735 -3.48953 0.012 0.004 -0.003 0.11
H 1.57464 -3.48654 -2.99592 -0.009 0.004 -0.007 0.10
H 3.10344 -5.11827 -2.04173 0.003 -0.008 -0.002 0.11
H 3.82101 -4.96918 0.32601 0.009 -0.011 0.005 0.11
H 3.77969 -3.75994 2.51830 0.006 -0.007 0.005 0.12
H 2.95917 -1.88307 3.85110 -0.007 -0.008 0.010 0.13
H 0.81773 -0.94270 2.85913 0.014 0.008 -0.001 0.13
H -0.70634 -1.02802 -5.37315 0.002 -0.005 -0.002 0.11
O 3.64850 0.50951 2.35843 -0.021 0.015 0.020 0.14
C 2.45381 0.42115 2.43804 0.027 0.022 -0.067 -0.41
O 1.61175 0.10753 0.13822 0.004 0.018 0.022 -0.28
C 1.55384 1.57214 2.76807 -0.012 0.019 -0.036 -0.20
P 0.21161 1.92832 1.54510 -0.073 -0.147 -0.079 1.09
C 0.94718 3.18156 0.46224 0.180 -0.073 0.029 -0.33
C 2.31624 3.11283 0.19729 -0.039 0.035 0.031 -0.07
C 2.89946 3.99980 -0.69435 0.002 0.022 -0.021 -0.07
C 2.12656 4.96236 -1.32587 0.020 -0.026 0.000 -0.07
C 0.76583 5.03200 -1.06573 0.030 -0.011 0.011 -0.07
C 0.17217 4.14284 -0.18403 -0.105 0.082 -0.029 -0.10
C -0.94996 2.72056 2.68960 0.086 0.056 0.079 -0.36
C -1.68626 1.87968 3.52108 -0.061 0.053 -0.077 -0.11
C -2.50795 2.41085 4.50096 -0.023 -0.031 -0.025 -0.07
C -2.60082 3.78562 4.65498 -0.004 0.019 0.001 -0.07
C -1.85898 4.62636 3.83868 -0.001 -0.003 0.014 -0.06
C -1.02713 4.09840 2.86336 0.007 0.000 -0.038 -0.07
H 2.13825 2.47610 2.93866 0.000 -0.011 0.002 0.11
H 1.02175 1.31630 3.68884 0.008 0.020 -0.002 0.10
H 2.94025 2.36890 0.67186 0.012 -0.043 0.016 0.09
H 3.96056 3.93230 -0.89418 0.005 0.003 -0.003 0.11
H 2.58246 5.65336 -2.02268 0.011 0.007 -0.004 0.10
H 0.15536 5.77774 -1.55804 -0.005 0.011 -0.006 0.11
H -0.89559 4.17959 -0.01764 0.222 0.063 -0.008 0.08
H -1.64104 0.80593 3.38025 -0.003 -0.040 -0.016 0.10
H -3.09464 1.75200 5.12660 -0.003 -0.008 0.013 0.11
H -3.25562 4.20245 5.40876 0.000 0.000 0.006 0.11
H -1.92564 5.69939 3.96010 -0.002 0.007 0.004 0.11
H -0.44393 4.76206 2.23863 -0.019 -0.018 0.018 0.10
O -1.07557 -1.50856 1.61794 0.284 0.263 -0.095 -0.12
C -2.14800 -2.11960 1.75830 -0.171 -0.148 0.046 -0.12
C -3.13971 -2.34310 0.77805 -0.091 -0.022 -0.097 -0.10
C -4.27734 -3.08598 1.14614 0.025 0.018 -0.001 0.07
C -5.21454 -3.39076 0.20588 0.068 0.005 -0.029 -0.14
C -5.05758 -2.99628 -1.13764 0.007 0.005 0.022 0.03
C -3.95851 -2.28486 -1.51866 -0.008 -0.014 0.002 0.03
C -2.96448 -1.91355 -0.57121 0.005 -0.045 0.088 -0.30
O -1.95881 -1.23246 -0.96895 0.079 0.038 0.008 -0.16
N -6.39710 -4.15655 0.59429 -0.065 0.098 0.020 -0.36
O -6.50176 -4.48401 1.75996 0.013 -0.048 0.017 0.08
O -7.21078 -4.40750 -0.27231 -0.001 -0.044 -0.019 0.08
H -2.31943 -2.56512 2.74323 -0.032 -0.032 0.045 0.15
H -4.41209 -3.41530 2.16783 -0.005 -0.006 0.004 0.13
H -5.82299 -3.26964 -1.84997 0.006 0.003 -0.005 0.13
H -3.81297 -1.97048 -2.54324 -0.004 -0.002 -0.010 0.13
C -3.94222 1.22459 -1.16413 0.076 0.016 0.021 -0.10
S -3.16866 1.72236 0.34713 -0.122 -0.221 -0.031 0.48
O -2.24632 0.54926 0.70794 0.219 0.163 0.116 -0.52
O -4.18530 1.80871 1.35510 0.038 0.038 -0.011 -0.28
O -2.38618 2.89796 0.05977 -0.231 -0.110 0.031 -0.32
H -4.68886 0.46750 -0.93982 0.011 -0.036 0.009 0.07
H -3.18350 0.84754 -1.84605 -0.020 0.019 -0.017 0.05
H -4.41353 2.11061 -1.58361 -0.032 0.010 0.035 0.08
```
Positions in Å, forces in eV/Å.

- The lowest <S²> belongs to which entry?
  C38H29BrN3O10PSW

- Which value of total energy does entry 1 give?
  -124980.4296 eV